Record 1
Below is a structure of composition C32H72F6K2N7O12S6 at a distorted geometry, with properties calculated with ωB97M-V/def2-TZVPD.

XYZ file:
```
137
C32H72F6K2N7O12S6, DFT ωB97M-V/def2-TZVPD
K -3.459 3.280 -2.108
K -0.789 5.365 -2.112
S -0.596 1.490 -0.886
S 3.515 -0.702 -1.388
S -2.689 4.769 1.162
S 0.552 2.037 -2.818
S 5.535 -0.440 -0.269
S -4.371 6.025 0.121
F 2.294 -1.725 -1.403
F 6.446 -1.423 0.697
F -1.143 4.232 1.049
F -4.714 6.234 -1.435
F -1.975 1.789 -0.095
F -0.048 2.351 -4.229
O -2.435 5.730 2.237
O -5.536 5.244 0.450
O -0.838 0.045 -1.076
O 3.824 -0.771 -2.815
O -4.329 7.444 0.536
O 1.064 0.663 -3.039
O 1.573 3.124 -2.761
O 5.214 0.606 0.749
O -3.304 3.468 1.495
O 6.453 -0.168 -1.387
O 0.411 1.953 0.092
O 2.837 0.480 -0.824
N -2.547 -0.996 -5.127
N -2.947 -0.669 3.508
N 3.367 4.316 1.415
N -0.894 2.386 -2.027
N 1.699 -4.412 1.297
N 4.300 -1.571 -0.453
N -2.903 5.285 -0.225
C -4.659 -0.743 -6.361
C -0.984 0.639 2.721
C -4.527 -0.729 3.262
C -1.233 0.992 4.242
C 3.878 -5.721 0.992
C -3.078 0.490 -4.954
C 1.191 -2.292 -5.743
C -3.265 -1.353 -6.457
C -0.972 -1.000 -5.119
C 0.938 -5.240 2.362
C -3.092 -2.058 -4.107
C -2.587 0.339 4.638
C -2.256 -2.050 3.657
C 3.280 3.669 2.810
C 3.866 3.339 0.291
C -0.027 -2.827 0.512
C -0.336 -2.282 -5.742
C 4.386 4.248 -0.854
C 2.475 2.356 2.831
C -2.330 0.064 2.289
C 1.333 -4.753 -0.162
C -0.092 -4.095 -0.281
C 2.512 1.687 4.181
C 4.469 5.381 1.335
C -4.513 0.478 -5.521
C 5.321 -5.873 1.360
C 4.735 5.569 -0.193
C 1.192 -2.942 1.425
C -5.261 -1.424 4.398
C -6.790 -1.670 4.183
C 2.036 4.946 1.100
C 3.257 -4.485 1.568
H -2.588 -2.416 4.628
H 0.014 -1.998 -0.194
H -4.643 -1.448 2.451
H 4.074 6.183 1.958
H -2.460 1.208 -5.493
H 1.736 -1.496 -6.250
H -0.948 -2.730 1.087
H -3.412 1.046 4.723
H 3.891 -5.772 -0.097
H -4.176 -2.030 -3.996
H 5.308 4.909 1.847
H 1.343 -5.843 -0.199
H 2.016 5.409 0.113
H 1.951 0.753 4.220
H 4.136 6.414 -0.533
H -0.141 -5.159 2.227
H -0.260 -3.978 -1.351
H 5.319 -6.231 2.390
H -7.259 -2.174 5.028
H 2.915 4.420 3.510
H 3.689 -3.573 1.156
H -2.683 -0.781 -7.180
H 5.886 -6.724 0.979
H 1.266 4.175 1.067
H 2.157 2.341 4.978
H 5.922 -4.976 1.211
H -0.402 0.583 4.817
H -1.173 -1.988 3.545
H -2.606 -2.010 -3.133
H -3.248 -2.388 -6.798
H 3.576 4.376 -1.573
H -5.064 -0.509 -7.346
H 3.046 2.628 0.189
H -5.096 -0.958 5.369
H 3.390 -4.450 2.649
H -3.090 0.632 -3.873
H 1.553 -3.244 -6.131
H -0.753 -0.719 -4.089
H -0.271 -0.182 2.643
H 5.248 3.808 -1.356
H 1.031 -2.741 2.485
H 1.891 -2.293 0.899
H -2.188 -0.650 1.479
H 1.280 -5.006 3.370
H -4.668 1.463 -5.963
H -7.415 -0.803 3.969
H -0.908 -4.756 0.012
H 1.141 -6.282 2.115
H -5.367 -1.464 -5.954
H -0.717 -3.140 -5.188
H 3.560 1.588 4.461
H 4.310 3.539 3.141
H 1.421 2.586 2.675
H -4.994 0.241 3.090
H -0.681 -0.134 -5.713
H -5.131 0.475 -4.623
H -6.821 -2.308 3.300
H -2.457 -0.210 5.571
H -0.705 1.506 2.123
H 4.688 2.842 0.805
H -4.766 -2.378 4.581
H 1.559 -2.328 -4.717
H -3.066 0.791 1.944
H 1.724 5.765 1.748
H -2.805 -2.995 -4.585
H -0.739 -2.461 -6.739
H -1.150 2.065 4.411
H -2.653 -2.656 2.843
H 2.730 1.651 2.041
H 2.105 -4.342 -0.813
H 5.776 5.823 -0.392
H 3.417 -6.603 1.436
```

## Properties
**LUMO energy**: -7.38 eV
**Total charge**: +3
**Orbital gap**: 7.62 eV
**HOMO energy**: -14.99 eV

=====

Record 2
Below is a cluster of 2 separate species, C2H7NO2 in total at a distorted geometry, with properties calculated with ωB97M-V/def2-TZVPD.

XYZ file:
```
12
C2H7NO2, DFT ωB97M-V/def2-TZVPD
O 2.249 -0.297 -0.325
O -0.560 -1.109 -0.048
N -1.571 0.990 0.727
C -1.742 -0.374 0.403
C 1.823 0.669 -0.878
H -2.170 -0.953 1.238
H 0.122 -0.947 0.634
H 1.050 0.525 -1.682
H 2.168 1.692 -0.629
H -1.478 1.585 -0.089
H -0.772 1.199 1.315
H -2.439 -0.500 -0.435
```

## Properties
**LUMO energy (alpha / beta)**: -5.54 / -10.62 eV
**Relative energy (zero: lowest compared OMol25 entry of this formula, charge and spin)**: 3.108 eV
**Multiplicity**: 2
**Total charge**: +1
**Orbital gap (alpha / beta)**: 9.70 / 4.24 eV
**HOMO energy (alpha / beta)**: -15.23 / -14.85 eV

=====

Record 3
Below is a structure of composition C34H39N5O4P2Sr at a distorted geometry, with properties calculated with ωB97M-V/def2-TZVPD.

XYZ file:
```
85
C34H39N5O4P2Sr, DFT ωB97M-V/def2-TZVPD
Sr 0.516 -3.892 -1.938
P 0.056 0.237 -2.576
P 2.289 -0.356 0.169
O -4.312 3.935 4.517
O -2.385 4.726 5.226
O 1.140 0.019 1.786
O -0.706 -1.294 1.363
N 3.883 -0.353 0.925
N 2.224 -2.117 0.289
N -0.053 1.646 -3.545
N -3.063 3.904 4.567
N -0.816 -0.965 -3.546
C -0.967 2.810 3.961
C -2.381 2.853 3.902
C -0.167 -0.310 1.882
C 4.207 0.311 2.122
C -0.834 3.663 -4.224
C 2.347 -4.352 -0.101
C 3.706 -4.903 -2.727
C -0.300 1.753 3.323
C -3.083 1.882 3.158
C 0.877 -6.112 -4.378
C 1.818 -2.801 1.446
C 2.913 -6.003 -2.717
C -1.583 -2.006 -5.406
C 5.535 0.030 2.434
C 0.593 -4.695 -4.139
C 2.294 -6.646 -3.932
C -2.384 0.837 2.532
C -2.451 -2.327 -4.323
C 6.060 -0.833 1.403
C 1.521 -3.639 -4.047
C 2.781 -0.140 -1.607
C -1.205 2.462 -3.635
C 1.764 -4.152 1.190
C 1.699 -0.449 -2.665
C -0.985 0.535 -1.191
C 4.075 -4.165 -3.968
C 0.561 3.585 -4.573
C -0.974 0.749 2.590
C 5.033 -1.061 0.489
C -0.575 -1.202 -4.908
C 2.827 -3.742 -4.791
C -1.953 -1.707 -3.181
C 1.023 2.328 -4.176
C 2.628 -3.085 -0.639
H 2.129 -7.716 -3.689
H 4.659 -3.274 -3.682
H 1.580 -2.192 2.302
H -3.375 -2.892 -4.392
H 2.098 -0.194 -3.663
H 1.085 -2.629 -4.171
H 1.146 4.374 -5.052
H 0.702 -6.169 -5.476
H -0.503 -4.536 -4.046
H -4.175 1.960 3.133
H 6.080 0.395 3.297
H -2.379 -1.571 -2.190
H 7.067 -1.242 1.342
H 2.663 -4.444 -5.618
H 0.085 -6.699 -3.858
H -1.197 -0.387 -0.639
H 2.946 -6.582 -4.822
H 2.016 1.853 -4.260
H 2.916 -6.676 -1.839
H 3.674 -0.735 -1.848
H 3.091 0.909 -1.720
H -1.504 4.498 -4.386
H 1.335 -4.939 1.820
H -1.968 0.949 -1.475
H 4.328 -4.691 -1.847
H 3.449 0.909 2.629
H 3.049 -2.770 -5.261
H 3.016 -2.827 -1.632
H 0.796 1.719 3.359
H -0.409 3.572 4.524
H -2.956 0.098 1.973
H 2.425 -5.333 -0.575
H -1.719 -2.304 -6.440
H 5.023 -1.640 -0.436
H -2.147 2.092 -3.213
H 4.735 -4.788 -4.605
H -0.533 1.264 -0.508
H 1.587 -1.552 -2.658
H 0.260 -0.734 -5.400
```

## Properties
**LUMO energy (alpha / beta)**: -0.99 / -0.99 eV
**Relative energy (zero: lowest compared OMol25 entry of this formula, charge and spin)**: 0.000 eV
**Orbital gap (alpha / beta)**: 2.82 / 2.77 eV
**HOMO energy (alpha / beta)**: -3.81 / -3.76 eV

=====

Record 4
Below is a structure of composition C6H5N2O5ReS at a distorted geometry, with properties calculated with ωB97M-V/def2-TZVPD.

XYZ file:
```
20
C6H5N2O5ReS, DFT ωB97M-V/def2-TZVPD
Re 1.962 -0.626 -1.417
S -2.356 -0.928 0.556
O -0.602 1.117 -1.794
O 4.112 1.622 -0.908
O 0.896 -0.399 1.840
O 1.982 0.020 -4.652
O 0.801 -3.517 -1.907
N -1.923 0.216 2.950
N -3.110 1.470 1.480
C -2.475 0.291 1.701
C 1.264 -0.517 0.759
C 3.328 0.783 -1.093
C 0.342 0.452 -1.614
C 1.235 -2.455 -1.718
C 1.945 -0.187 -3.523
H 2.700 -1.401 -0.076
H -1.270 -0.548 3.098
H -1.736 1.073 3.449
H -3.472 2.000 2.266
H -3.623 1.532 0.603
```

## Properties
**LUMO energy (alpha / beta)**: -12.94 / -16.25 eV
**Multiplicity**: 4
**Total charge**: +3
**Orbital gap (alpha / beta)**: 8.50 / 5.05 eV
**HOMO energy (alpha / beta)**: -21.44 / -21.31 eV

=====

Record 5
Below is a cluster of 3 separate species, C3H8S in total at a distorted geometry, with properties calculated with ωB97M-V/def2-TZVPD.

XYZ file:
```
12
C3H8S, DFT ωB97M-V/def2-TZVPD
S -2.299 0.136 -0.083
C 0.236 0.983 0.563
C -0.657 -0.207 0.284
C -0.362 -1.468 0.497
H 0.611 -1.740 0.663
H 2.275 -0.190 -2.167
H -1.156 -2.320 0.535
H 0.146 1.700 -0.228
H 1.343 0.745 0.628
H 1.903 -0.335 -1.362
H -2.148 1.186 -0.841
H 0.109 1.510 1.511
```

## Properties
**LUMO energy**: 0.94 eV
**Relative energy (zero: lowest compared OMol25 entry of this formula, charge and spin)**: 2.278 eV
**Orbital gap**: 9.57 eV
**HOMO energy**: -8.62 eV

=====

Record 6
Below is a cluster of 2 separate species, C3H11N3O in total at a distorted geometry, with properties calculated with ωB97M-V/def2-TZVPD.

XYZ file:
```
18
C3H11N3O, DFT ωB97M-V/def2-TZVPD
O 0.240 6.224 1.295
N 0.378 -0.388 0.219
N -1.774 -0.203 -0.707
N -1.429 -1.060 1.471
C 1.014 -2.654 -0.621
C -0.992 -0.609 0.355
C 1.052 -1.156 -0.833
H 0.576 -0.887 -1.781
H 2.090 -0.821 -0.843
H 0.774 -0.331 1.144
H 1.376 -3.204 -1.480
H 0.879 6.491 1.969
H 0.059 -3.073 -0.325
H 1.699 -2.993 0.164
H -1.480 -0.299 -1.659
H -2.748 -0.065 -0.508
H 0.696 5.860 0.533
H -2.412 -0.829 1.608
```

## Properties
**LUMO energy**: 0.90 eV
**Relative energy (zero: lowest compared OMol25 entry of this formula, charge and spin)**: 1.114 eV
**Orbital gap**: 9.82 eV
**HOMO energy**: -8.92 eV
**SMILES string**: [H]/N=C(\N)NCC.O